C35H37BrN9O7SY as an isolated structure, computed with the ωB97M-V functional and the def2-TZVPD basis.

total charge = 0
energy = -146560.4916 eV
orbital gap = 6.617 eV
relative energy (zero: lowest compared OMol25 entry of this formula, charge and spin) = 0.6061 eV
HOMO level = -6.7379 eV

Last column: Löwdin charge in e.
Geometry (Å):
Y (-0.0579, 0.2618, -0.8733)  1.389
C (-5.5337, 0.2946, -0.3874)  -0.028
N (-4.3938, 0.4911, 0.5019)  -0.121
C (-4.4793, 1.5776, 1.4669)  -0.024
C (-3.2405, -0.1712, 0.3320)  -0.448
O (-2.2129, 0.0561, 0.9703)  0.009
C (-3.2379, -1.2938, -0.6996)  -0.115
O (-1.9819, -1.9290, -0.7029)  -0.143
C (-1.7476, -2.8188, 0.3592)  -0.093
C (-0.4393, -2.4883, 1.0617)  -0.384
O (0.1172, -1.4138, 0.8810)  -0.051
N (0.0436, -3.4229, 1.8951)  -0.118
C (1.3061, -3.1989, 2.5955)  -0.006
C (-0.6388, -4.6919, 2.1145)  -0.038
H (-6.1155, 1.2134, -0.4069)  0.093
H (-6.1855, -0.5150, -0.0504)  0.095
H (-5.2102, 0.0941, -1.4063)  0.091
H (-4.4821, 2.5425, 0.9530)  0.093
H (-3.6275, 1.5318, 2.1375)  0.084
H (-5.3995, 1.4815, 2.0450)  0.094
H (-3.3627, -0.8740, -1.6953)  0.126
H (-4.0446, -2.0054, -0.4998)  0.142
H (-1.7045, -3.8324, -0.0394)  0.137
H (-2.5498, -2.7762, 1.1022)  0.144
H (1.6842, -2.2127, 2.3530)  0.060
H (2.0395, -3.9494, 2.2948)  0.100
H (1.1509, -3.2646, 3.6736)  0.098
H (-1.6946, -4.5505, 2.3484)  0.091
H (-0.1753, -5.1824, 2.9660)  0.091
H (-0.5540, -5.3590, 1.2534)  0.097
O (-1.9918, 1.2163, -1.4954)  -0.270
N (-2.2961, 2.4450, -1.7041)  0.030
N (-1.3082, 3.2219, -1.5443)  -0.235
O (-0.1274, 2.8332, -1.1873)  -0.180
C (-1.5374, 4.6433, -1.6755)  -0.165
C (-2.5188, 5.1352, -2.5221)  -0.021
C (-2.7200, 6.5050, -2.5847)  -0.082
C (-1.9461, 7.3656, -1.8147)  -0.090
C (-0.9605, 6.8523, -0.9833)  -0.070
C (-0.7473, 5.4836, -0.9116)  -0.014
H (-3.1051, 4.4503, -3.1194)  0.109
H (-3.4797, 6.9032, -3.2456)  0.103
H (-2.1088, 8.4348, -1.8691)  0.101
H (-0.3542, 7.5185, -0.3827)  0.106
H (0.0138, 5.0545, -0.2735)  0.115
S (2.7073, -0.1028, -0.5495)  0.621
C (2.6234, 0.1144, 1.1745)  -0.808
N (3.3809, -0.4801, 2.0528)  0.035
N (4.2090, -1.3986, 1.5791)  -0.021
C (5.0735, -2.1005, 2.4223)  -0.244
C (5.1605, -1.8214, 3.7856)  -0.035
C (6.0324, -2.5528, 4.5778)  -0.096
C (6.8233, -3.5578, 4.0336)  -0.113
C (6.7292, -3.8292, 2.6755)  -0.101
C (5.8588, -3.1104, 1.8711)  -0.041
N (1.7763, 1.0140, 1.8188)  0.040
N (0.8029, 1.4602, 1.1875)  -0.013
C (0.1903, 2.5688, 1.8806)  -0.221
C (0.8861, 3.3117, 2.8303)  -0.021
C (0.2909, 4.4172, 3.4180)  -0.082
C (-0.9954, 4.8010, 3.0587)  -0.091
C (-1.6842, 4.0644, 2.1051)  -0.086
C (-1.0930, 2.9570, 1.5176)  -0.059
H (4.2130, -1.5550, 0.5741)  0.061
H (4.5447, -1.0341, 4.1985)  0.100
H (6.0991, -2.3307, 5.6360)  0.100
H (7.5061, -4.1204, 4.6578)  0.095
H (7.3376, -4.6102, 2.2351)  0.100
H (5.7828, -3.3261, 0.8102)  0.109
H (1.8941, 3.0184, 3.0884)  0.106
H (0.8397, 4.9910, 4.1549)  0.102
H (-1.4508, 5.6739, 3.5107)  0.101
H (-2.6835, 4.3617, 1.8084)  0.104
H (-1.6276, 2.3728, 0.7841)  0.070
N (2.1207, 1.8424, -3.2886)  0.169
C (1.2777, 1.2790, -2.7335)  -0.103
H (2.9464, 2.2953, -3.6135)  0.099
Br (-1.7933, -4.4999, -7.1509)  0.716
C (-0.4850, -4.0106, -5.8631)  -0.681
C (0.7408, -4.6547, -5.8701)  -0.134
C (1.6930, -4.2971, -4.9219)  -0.071
C (1.4102, -3.3218, -3.9764)  -0.015
C (0.1761, -2.6822, -3.9925)  -0.120
C (-0.7780, -3.0198, -4.9443)  -0.065
C (-0.1410, -1.6196, -2.9766)  -0.623
O (-1.0100, -0.7625, -3.2086)  -0.020
O (0.5216, -1.6474, -1.8875)  -0.201
H (0.9481, -5.4226, -6.6033)  0.097
H (2.6572, -4.7915, -4.9245)  0.104
H (2.1291, -3.0428, -3.2159)  0.118
H (-1.7255, -2.4976, -4.9569)  0.113